{
  "formula": "C40H103N5O13",
  "method": "ωB97M-V/def2-TZVPD",
  "species": ["C", "O", "C", "C", "C", "N", "H", "H", "H", "H", "H", "H", "H", "H", "H", "H", "H", "C", "O", "C", "C", "N", "C", "C", "O", "C", "H", "H", "H", "H", "H", "H", "H", "H", "H", "H", "H", "H", "H", "H", "H", "C", "O", "C", "C", "N", "C", "C", "O", "C", "H", "H", "H", "H", "H", "H", "H", "H", "H", "H", "H", "H", "H", "H", "H", "C", "O", "C", "C", "N", "C", "C", "O", "C", "H", "H", "H", "H", "H", "H", "H", "H", "H", "H", "H", "H", "H", "H", "H", "C", "O", "C", "C", "N", "C", "C", "O", "C", "H", "H", "H", "H", "H", "H", "H", "H", "H", "H", "H", "H", "H", "H", "H", "C", "C", "C", "O", "H", "H", "H", "H", "H", "H", "H", "H", "C", "C", "C", "O", "H", "H", "H", "H", "H", "H", "H", "H", "C", "C", "C", "O", "H", "H", "H", "H", "H", "H", "H", "H", "C", "C", "C", "O", "H", "H", "H", "H", "H", "H", "H", "H"],
  "coordinates": [[-26.065, 11.036, -3.220], [-25.018, 10.569, -4.094], [-25.324, 9.490, -4.950], [-25.513, 8.193, -4.191], [-24.510, 7.717, -3.137], [-25.806, 7.114, -5.135], [-25.676, 11.767, -2.515], [-26.641, 10.278, -2.688], [-26.792, 11.576, -3.835], [-26.175, 9.699, -5.602], [-24.470, 9.400, -5.627], [-26.439, 8.492, -3.691], [-24.587, 6.639, -2.999], [-24.790, 8.152, -2.175], [-23.467, 7.967, -3.335], [-24.939, 6.655, -5.388], [-26.273, 6.366, -4.645], [-36.403, 9.463, -7.837], [-35.201, 8.907, -7.270], [-35.274, 7.499, -6.965], [-33.994, 7.092, -6.209], [-33.988, 7.403, -4.803], [-33.709, 8.838, -4.596], [-33.499, 9.031, -3.072], [-32.314, 8.347, -2.720], [-32.133, 8.217, -1.286], [-36.658, 8.896, -8.733], [-36.264, 10.533, -7.967], [-37.168, 9.329, -7.067], [-35.351, 7.033, -7.953], [-36.199, 7.205, -6.461], [-33.149, 7.479, -6.779], [-33.879, 6.013, -6.353], [-34.852, 7.118, -4.363], [-34.529, 9.469, -4.937], [-32.744, 9.008, -5.073], [-34.374, 8.559, -2.615], [-33.501, 10.094, -2.817], [-32.960, 7.725, -0.766], [-32.085, 9.233, -0.893], [-31.299, 7.536, -1.139], [-28.716, 9.842, -9.582], [-30.071, 9.396, -9.394], [-30.479, 8.328, -10.197], [-31.981, 8.001, -9.932], [-32.836, 8.996, -10.509], [-34.241, 8.584, -10.658], [-34.526, 7.577, -11.817], [-34.941, 6.280, -11.368], [-34.078, 5.470, -10.637], [-28.457, 10.500, -8.755], [-28.716, 10.443, -10.493], [-28.070, 8.964, -9.633], [-29.897, 7.449, -9.897], [-30.375, 8.530, -11.265], [-32.140, 7.734, -8.882], [-32.243, 7.103, -10.495], [-32.783, 9.795, -9.891], [-34.855, 9.477, -10.772], [-34.687, 8.047, -9.814], [-33.634, 7.411, -12.426], [-35.342, 7.982, -12.412], [-33.123, 5.333, -11.150], [-34.571, 4.507, -10.517], [-33.852, 5.841, -9.631], [-31.836, 4.793, -3.571], [-31.119, 3.612, -3.559], [-29.919, 3.541, -4.283], [-28.860, 4.557, -3.848], [-27.589, 4.405, -4.569], [-26.824, 3.328, -3.903], [-25.371, 3.202, -4.444], [-24.748, 4.434, -4.607], [-23.343, 4.196, -4.946], [-31.520, 5.559, -2.860], [-32.895, 4.641, -3.345], [-31.949, 5.233, -4.568], [-30.245, 3.854, -5.285], [-29.663, 2.496, -4.456], [-28.736, 4.652, -2.764], [-29.276, 5.545, -4.062], [-27.142, 5.287, -4.771], [-27.285, 2.389, -4.209], [-26.723, 3.338, -2.814], [-25.549, 2.692, -5.396], [-24.868, 2.523, -3.751], [-23.027, 5.111, -5.442], [-23.299, 3.363, -5.653], [-22.664, 3.809, -4.184], [-28.264, 8.230, -1.838], [-27.331, 8.830, -0.922], [-27.176, 8.044, 0.265], [-26.515, 8.852, 1.426], [-26.604, 8.145, 2.711], [-26.078, 8.999, 3.814], [-24.531, 8.803, 4.041], [-24.006, 9.684, 5.094], [-23.860, 11.004, 4.678], [-29.168, 8.096, -1.243], [-27.750, 7.370, -2.265], [-28.538, 9.015, -2.541], [-26.619, 7.135, 0.021], [-28.129, 7.628, 0.607], [-27.021, 9.809, 1.602], [-25.537, 9.226, 1.118], [-27.595, 7.984, 2.829], [-26.698, 8.711, 4.661], [-26.351, 10.022, 3.536], [-23.855, 8.830, 3.187], [-24.431, 7.810, 4.479], [-22.819, 11.246, 4.454], [-24.063, 11.544, 5.609], [-24.591, 11.385, 3.964], [-29.774, 9.556, -5.915], [-30.138, 8.075, -5.806], [-29.319, 7.043, -6.638], [-30.207, 7.720, -4.450], [-28.816, 9.805, -5.452], [-30.335, 10.191, -5.221], [-30.023, 9.930, -6.909], [-31.205, 7.908, -5.995], [-29.200, 7.456, -7.639], [-29.727, 6.039, -6.533], [-28.329, 6.924, -6.190], [-31.100, 7.888, -4.122], [-32.457, 11.665, -7.083], [-33.542, 12.668, -6.772], [-33.388, 13.339, -5.413], [-33.652, 13.636, -7.808], [-31.495, 12.165, -6.963], [-32.607, 11.300, -8.096], [-32.524, 10.852, -6.362], [-34.475, 12.102, -6.713], [-32.399, 13.765, -5.234], [-33.535, 12.577, -4.644], [-34.168, 14.074, -5.217], [-33.189, 14.454, -7.612], [-31.146, 4.899, -8.458], [-31.508, 3.477, -8.583], [-32.190, 2.951, -7.325], [-32.451, 3.303, -9.668], [-30.293, 4.884, -7.777], [-32.001, 5.413, -8.013], [-30.923, 5.392, -9.403], [-30.682, 2.811, -8.840], [-32.611, 1.945, -7.376], [-33.100, 3.489, -7.041], [-31.495, 2.929, -6.483], [-33.253, 3.541, -9.191], [-26.218, 5.562, -7.928], [-26.679, 4.758, -9.148], [-27.792, 5.326, -9.959], [-25.533, 4.698, -9.992], [-27.005, 5.856, -7.233], [-25.609, 6.437, -8.151], [-25.650, 4.898, -7.271], [-26.864, 3.720, -8.858], [-28.775, 5.063, -9.566], [-27.778, 4.941, -10.979], [-27.664, 6.410, -9.959], [-24.730, 4.810, -9.479]],
  "forces_ev_per_a": [[-0.3, 0.1, -1.2], [-0.1, 0.4, 1.0], [1.4, 0.1, -0.2], [-1.1, -0.3, 0.1], [-0.1, 0.8, 0.5], [-0.2, 0.3, -0.4], [0.4, -0.3, 0.0], [0.5, -0.2, 0.1], [-0.2, 0.1, -0.1], [-0.4, -0.1, 0.2], [0.2, 0.1, 0.0], [-0.2, -1.0, 0.3], [-0.1, 0.0, -0.2], [0.3, 0.2, 0.1], [0.0, 0.1, -0.2], [0.2, 0.2, -0.2], [0.3, 0.5, 0.3], [0.6, -1.1, 1.4], [-0.1, 0.2, 0.4], [0.4, 0.9, -1.2], [-1.3, -1.0, -1.0], [0.9, 0.8, -0.5], [0.1, -1.0, 1.9], [-0.4, -0.5, -1.3], [-0.4, -0.1, 1.2], [-0.6, 0.1, -1.1], [-0.2, 0.4, -0.2], [0.2, -0.1, -0.4], [-0.5, 0.0, -0.3], [0.3, -0.6, 0.0], [0.0, 0.3, 0.5], [0.1, 0.5, 0.5], [-0.2, -0.2, 0.2], [-0.1, 0.1, 0.0], [0.3, 0.3, -0.3], [-0.3, 0.5, -0.4], [0.0, 0.0, 0.5], [0.3, 0.1, 0.2], [-0.5, 0.0, -0.4], [0.7, -0.1, 0.4], [0.4, 0.6, 0.1], [-1.4, -0.3, -0.3], [0.1, 0.9, 0.7], [-1.0, -0.8, 0.5], [1.1, -0.7, -1.1], [-0.8, 0.5, 0.5], [-0.1, -0.6, -0.3], [0.9, -0.2, 0.8], [-1.3, 0.7, -0.2], [0.4, 0.1, -0.2], [0.0, -0.2, 0.1], [0.5, -0.2, -0.2], [0.3, 0.2, -0.1], [0.1, -0.2, -0.3], [0.2, 0.1, -0.1], [-0.1, 0.4, 0.3], [0.6, -0.2, 0.1], [-0.2, 0.4, -0.2], [0.2, 0.1, -0.2], [0.3, 0.2, 0.6], [0.1, 0.4, -0.2], [0.0, -0.4, -0.2], [0.0, -0.2, -0.1], [0.0, 0.0, -0.2], [0.0, 0.3, 0.1], [-1.1, 1.0, -0.5], [-0.1, -1.4, 1.4], [-0.9, 1.3, -1.4], [0.0, 0.9, -0.3], [-0.8, -1.4, 1.1], [1.6, 0.7, -1.2], [-2.4, -0.7, 0.0], [2.0, -0.6, 0.4], [-1.2, -0.2, -1.0], [0.5, 0.0, -0.1], [0.1, -0.7, 0.4], [0.7, 0.2, -0.2], [0.6, 0.2, -0.4], [0.4, 0.0, 0.8], [0.1, -0.8, 0.3], [0.0, 0.0, -0.4], [-0.1, -0.7, 0.3], [-0.2, -0.1, 0.4], [-0.7, 0.6, 0.2], [0.8, 0.0, -0.4], [0.4, 0.1, -0.1], [0.4, -0.1, 0.3], [-0.2, 0.2, -0.5], [-0.4, 0.7, 0.8], [0.5, 1.3, 1.3], [0.1, 0.0, 0.9], [0.4, 0.3, 0.1], [-0.8, 0.4, -0.7], [1.3, 0.0, -0.6], [0.0, -0.5, -1.3], [-0.6, 0.0, 1.9], [-1.1, -1.7, -1.6], [0.1, 1.1, 1.7], [-0.2, -1.0, -0.4], [-0.8, -0.3, -0.3], [0.3, -0.3, -0.4], [0.5, 0.1, 0.1], [-0.4, 0.4, 0.1], [-0.6, 0.1, -0.7], [0.5, -0.8, 0.3], [0.0, -0.1, 0.4], [0.7, 0.2, 0.5], [0.3, 0.4, 0.4], [-0.5, 0.3, -0.4], [0.1, -0.1, -0.1], [-0.1, -0.1, -0.7], [0.0, 0.5, -0.2], [0.2, -0.3, -0.4], [-0.4, 0.1, 0.4], [-1.2, -0.4, 0.0], [0.2, 1.2, 1.6], [1.4, -0.8, 1.6], [0.7, -0.5, -1.0], [-1.0, -0.5, 0.0], [0.8, 0.1, -0.1], [0.1, 0.5, -1.7], [-0.1, -0.5, -0.2], [-0.4, 0.4, -0.4], [0.2, 0.5, 0.0], [0.2, 0.0, 0.3], [0.0, 0.4, 0.5], [-0.1, 0.5, 0.5], [-0.1, -0.6, 0.4], [-0.5, -0.2, -0.5], [0.2, -0.2, -0.3], [0.2, -0.1, 0.0], [0.1, -0.2, -0.2], [-0.3, 0.2, -0.4], [0.0, 0.2, -0.2], [0.1, -0.1, 0.1], [0.1, 0.2, -0.3], [0.1, -0.1, 0.3], [0.4, 0.2, 0.6], [-1.4, -1.9, -0.8], [0.1, -0.6, 0.7], [0.1, 0.1, 0.6], [-0.1, 0.7, -0.2], [0.2, 0.3, 0.2], [0.2, -0.2, 0.0], [0.3, 0.3, 0.1], [0.6, -0.3, -0.6], [0.3, 0.8, 0.0], [-0.2, 0.2, 0.1], [-0.5, -0.1, -0.7], [-0.8, -0.7, 1.0], [1.5, -0.1, 0.7], [-0.5, 0.3, -0.1], [0.4, -0.1, -1.1], [-0.2, 0.2, -0.5], [-0.2, 0.0, -0.3], [0.4, 0.0, -0.2], [-0.5, 0.0, 0.2], [0.1, 0.2, 0.2], [0.2, 0.1, 0.0], [-0.3, 0.1, -0.3], [-0.1, 0.0, 0.2]],
  "mulliken_charge": [-0.18, -0.45, -0.58, 2.18, -1.39, 0.39, 0.31, -0.05, 0.24, 0.25, 0.32, -1.33, 0.27, 0.26, 0.33, 0.20, -0.58, -0.97, 0.01, -1.07, 0.71, -0.03, 0.91, -1.03, -0.25, -1.06, 0.37, 0.17, 0.39, 0.39, 0.47, -0.96, 0.06, 0.41, 0.55, -1.27, 0.35, 0.43, 0.33, 0.42, 0.18, -0.81, -0.18, -0.01, 1.10, -0.40, 0.39, -0.69, -0.52, -0.31, 0.22, 0.36, 0.24, -0.34, 0.48, -0.89, -0.19, 0.28, 0.57, -0.48, 0.38, 0.31, 0.47, 0.30, -0.03, -0.27, -0.53, -0.22, 1.21, 0.46, -0.54, -0.84, 0.13, -1.00, 0.12, 0.40, -0.07, -0.40, 0.33, 0.40, -1.31, -0.50, 0.31, 0.35, 0.43, 0.37, 0.28, 0.39, 0.29, -0.31, -0.43, -0.59, -0.71, -0.35, -0.37, -0.45, -0.34, -0.68, 0.27, 0.26, -0.02, 0.28, 0.33, 0.31, 0.35, 0.28, 0.36, 0.28, 0.28, 0.28, 0.26, 0.24, 0.31, -1.12, 1.49, 0.97, 0.86, -0.30, 0.43, 0.00, -0.66, 0.25, -0.81, -0.46, -0.49, -0.09, 0.70, -1.47, -0.58, 0.44, 0.09, -0.40, -0.10, 0.40, 0.23, 0.43, 0.35, 0.45, -0.48, -0.88, -0.61, 0.23, -0.22, 0.13, 0.44, 0.46, 0.14, 0.15, 0.33, -0.84, 0.93, -0.54, -0.63, -0.34, 0.42, 0.41, 0.21, -0.28, 0.45, 0.08, 0.34],
  "homo_lumo_gap_ha": 0.3422,
  "total_charge": 0,
  "lumo_energy_ev": 0.42,
  "relative_energy_ev": 4.126,
  "total_energy_ev": -77208.409
}

{
  "formula": "C7H14AsCl14F6Ni",
  "method": "ωB97M-V/def2-TZVPD",
  "species": ["Ni", "As", "F", "F", "F", "F", "F", "F", "C", "Cl", "Cl", "H", "H", "C", "Cl", "Cl", "H", "H", "C", "Cl", "Cl", "H", "H", "C", "Cl", "Cl", "H", "H", "C", "Cl", "Cl", "H", "H", "C", "Cl", "Cl", "H", "H", "C", "Cl", "Cl", "H", "H"],
  "coordinates": [[-1.636, 2.355, 0.775], [0.273, 0.218, -0.002], [-0.221, 0.232, -1.755], [1.959, 0.182, -0.468], [0.649, 0.342, 1.717], [-1.455, 0.424, 0.478], [0.102, -1.628, -0.053], [0.193, 2.047, -0.040], [0.403, 4.459, 3.798], [-0.258, 3.234, 2.648], [0.305, 6.044, 2.996], [-0.153, 4.360, 4.731], [1.460, 4.287, 3.997], [3.118, -2.109, -2.377], [4.532, -2.132, -1.383], [3.411, -1.238, -3.892], [2.753, -3.118, -2.567], [2.301, -1.574, -1.891], [-0.198, -0.972, -4.570], [-0.400, 0.664, -5.301], [-0.618, -2.168, -5.833], [0.831, -1.119, -4.242], [-0.827, -1.125, -3.693], [0.501, -1.824, 4.896], [-0.873, -2.792, 4.447], [2.037, -2.668, 4.616], [0.484, -0.941, 4.257], [0.476, -1.540, 5.948], [-4.000, 2.187, -2.961], [-2.594, 2.036, -1.819], [-3.453, 2.767, -4.611], [-4.500, 1.230, -3.111], [-4.732, 2.900, -2.581], [-3.742, -2.408, -0.847], [-2.598, -2.604, 0.430], [-3.175, -1.355, -2.134], [-3.905, -3.409, -1.246], [-4.654, -2.026, -0.387], [3.578, -0.271, 2.271], [5.163, -0.931, 2.798], [2.822, 0.780, 3.572], [3.653, 0.353, 1.380], [2.987, -1.149, 2.010]],
  "forces_ev_per_a": [[0.6, 0.1, -0.6], [2.0, -4.1, -1.5], [0.6, 0.2, 2.4], [-1.6, 0.3, 0.5], [-0.6, -0.2, -2.1], [-0.7, 0.3, 0.3], [0.5, 3.7, 0.4], [-0.5, 0.0, 0.0], [0.2, 2.0, 0.2], [0.0, -1.4, -0.4], [-0.1, -0.6, 0.8], [-0.3, 0.3, -0.4], [-0.1, -0.7, -0.5], [-1.0, -0.3, 0.4], [0.2, 0.1, 0.1], [-0.2, 0.0, -0.3], [0.4, 0.0, -0.3], [0.3, 0.1, 0.1], [-1.4, 0.6, -2.7], [0.4, -1.2, 1.2], [0.5, 0.5, 1.3], [1.1, 0.0, 0.0], [-0.2, 0.1, 0.2], [0.6, 0.6, -0.1], [-0.5, -0.3, 0.0], [0.0, 0.0, 0.0], [0.2, -0.1, 0.2], [-0.2, -0.2, -0.2], [-0.6, 0.8, -1.4], [0.1, 0.1, 0.0], [-0.3, -0.5, 1.7], [0.6, -0.1, 0.3], [0.5, 0.1, 0.1], [-0.8, -1.0, 0.3], [0.6, 0.0, 0.8], [0.0, 0.3, -0.4], [-0.2, 0.3, -0.2], [0.1, 0.1, -0.5], [0.4, 0.0, 0.3], [-0.8, 0.6, -0.4], [0.5, -0.8, -0.7], [0.4, 0.0, 0.3], [-0.4, 0.3, 0.6]],
  "lowdin_spin": [1.84, 0.00, 0.00, 0.00, 0.00, 0.04, 0.00, 0.05, 0.01, 0.02, 0.01, 0.00, 0.00, 0.01, 0.07, 0.26, 0.00, 0.01, 0.10, 0.19, 0.27, 0.04, 0.03, 0.00, 0.00, 0.00, 0.00, 0.00, 0.00, 0.02, 0.01, 0.00, 0.00, 0.00, 0.00, 0.00, 0.00, 0.00, 0.00, 0.00, 0.00, 0.00, 0.00],
  "homo_lumo_gap_ha": [0.2133, 0.0770],
  "total_charge": 2,
  "lumo_energy_ev": [-8.68, -12.39],
  "multiplicity": 4,
  "s2": 3.7569,
  "total_energy_ev": -300966.586
}

{
  "formula": "C4H5EuLiO6",
  "method": "ωB97M-V/def2-TZVPD",
  "species": ["O", "C", "C", "O", "C", "O", "O", "H", "H", "H", "H", "H", "O", "C", "O", "Li", "Eu"],
  "coordinates": [[-0.762, -1.841, 0.159], [-1.809, -0.959, -0.211], [-1.644, 0.389, 0.494], [-0.294, 0.764, 0.697], [0.492, 1.105, -0.415], [0.248, 0.486, -1.502], [0.959, 2.328, -0.396], [-1.022, -2.582, 0.706], [-2.789, -1.377, 0.064], [-1.751, -0.846, -1.299], [-2.057, 0.329, 1.509], [-2.175, 1.165, -0.078], [3.350, 0.889, 0.777], [2.465, 0.096, 0.243], [2.572, -1.125, 0.497], [0.922, -1.274, -0.672], [3.294, 2.453, -0.571]],
  "forces_ev_per_a": [[0.7, -0.4, -0.2], [-0.7, 0.1, -0.2], [0.2, -0.1, -0.2], [0.9, 0.3, 0.2], [-1.1, 1.7, -2.0], [0.3, -0.4, 1.1], [0.3, -1.0, 0.4], [-0.2, 0.1, 0.1], [0.2, 0.0, -0.1], [-0.1, 0.1, 0.3], [0.1, 0.1, -0.2], [0.0, -0.2, 0.1], [1.1, -0.1, 1.6], [0.3, -1.3, 0.3], [-0.9, -0.2, -0.7], [0.3, 0.4, 0.4], [-1.3, 0.8, -0.9]],
  "lowdin_spin": [0.00, 0.00, 0.00, 0.00, 0.00, 0.00, -0.01, 0.00, 0.00, 0.00, 0.00, 0.00, -0.03, 0.00, 0.00, 0.00, 7.05],
  "homo_lumo_gap_ha": [0.1953, 0.1996],
  "total_charge": 0,
  "lumo_energy_ev": [-0.90, -0.87],
  "relative_energy_ev": 0.000,
  "multiplicity": 8,
  "s2": 15.7615,
  "total_energy_ev": -36048.005
}

{
  "formula": "C8H8OSi",
  "method": "ωB97M-V/def2-TZVPD",
  "species": ["C", "C", "Si", "C", "C", "C", "C", "H", "H", "H", "H", "C", "C", "O", "H", "H", "H", "H"],
  "coordinates": [[-0.380, -4.129, -2.025], [-0.178, -3.300, -1.176], [-0.145, -1.740, -0.193], [-1.711, -1.168, 0.470], [-2.831, -0.562, 0.130], [1.541, -1.616, 0.592], [2.650, -1.726, 1.060], [-0.517, -4.634, -2.933], [-3.645, -0.641, 0.814], [-3.109, -0.102, -0.890], [3.476, -2.149, 1.513], [0.806, 3.293, 0.925], [0.536, 2.706, -0.428], [-0.112, 1.800, -0.795], [1.810, 3.551, 1.170], [0.257, 4.207, 0.969], [0.515, 2.785, 1.868], [1.037, 3.423, -1.070]],
  "forces_ev_per_a": [[0.3, 0.7, 0.1], [-0.2, 0.6, 0.7], [-0.8, 0.0, 0.7], [1.9, -0.1, -1.6], [0.0, -0.1, -1.4], [-0.8, 0.2, -0.2], [-1.8, -0.1, -0.7], [-0.1, -0.8, -0.4], [-0.8, 0.1, 0.4], [0.9, -0.4, 1.7], [1.5, -0.1, 0.6], [-1.0, -1.4, 2.4], [1.7, 2.4, 1.4], [-1.2, -1.8, -0.4], [1.1, 0.2, -0.8], [-0.4, 1.0, -0.3], [-0.4, -0.4, -0.8], [0.2, 0.1, -1.6]],
  "mulliken_charge": [0.30, -0.73, 0.10, -0.13, -0.38, -0.73, 0.30, 0.39, 0.26, 0.22, 0.41, -1.01, 0.15, -0.40, 0.35, 0.32, 0.30, 0.28],
  "homo_lumo_gap_ha": [0.2738, 0.2737],
  "total_charge": 0,
  "lumo_energy_ev": [-0.37, -0.37],
  "relative_energy_ev": 0.713,
  "total_energy_ev": -18343.102
}